85
Properties=species:S:1:pos:R:3 method="wB97M-V/def2-TZVPD" s_squared=6.18 e_tot_ev=-151325.560 homo_lumo_gap_ev="6.14 / 6.22" relative_energy_kj_mol=0.5 total_charge=-1 spin_multiplicity=5
C 0.640 -1.895 2.417
C 2.003 -2.436 2.051
H -0.553 -1.375 -0.657
H -2.018 -0.046 -5.524
C 0.352 -1.525 3.735
F 2.709 0.854 1.143
H 4.439 -1.863 -3.209
H 0.488 -1.271 -4.737
C -0.736 2.936 -4.584
C -1.459 3.004 -6.878
H 2.487 -2.907 2.905
C 2.487 -1.660 -4.084
C -2.818 -3.169 -2.922
H -4.925 -3.578 -2.831
F 5.849 1.454 4.569
H -1.588 3.547 -7.807
H -0.316 -3.081 -0.307
C -4.503 -1.471 -2.765
F 3.491 5.164 2.951
H -3.705 -1.325 1.079
H 2.430 -1.365 4.318
C -3.513 -0.499 -2.770
C 3.330 1.708 1.977
C 1.448 -1.478 4.775
C 3.190 -0.517 -2.094
F 5.297 4.120 4.610
C 3.465 -1.394 -3.134
C -1.647 -1.393 1.777
H -1.868 2.443 -1.431
H -3.752 0.024 2.638
H -2.302 1.182 -7.639
C 3.007 3.069 1.956
C 4.655 3.323 3.746
C -1.834 -2.185 -2.929
H 1.476 -2.383 5.392
H -1.123 2.610 2.655
H 1.039 -1.948 -0.226
H -2.300 -0.996 5.772
H -3.798 0.546 -2.694
S 1.844 3.777 0.862
C -1.691 0.987 -5.589
C -1.126 1.600 -4.471
H 1.915 -3.194 1.274
H 3.949 -0.291 -1.354
C -0.898 3.633 -5.774
C 1.238 -1.060 -3.980
H 2.697 -2.333 -4.906
C 4.938 1.971 3.732
H -0.307 3.432 -3.720
H -2.556 -0.366 0.125
F 4.534 -0.152 2.809
C -4.156 -2.815 -2.840
C -1.858 1.678 -6.783
Ge -0.836 0.661 -2.753
H -3.285 0.121 4.322
C 4.265 1.162 2.836
H -5.545 -1.183 -2.697
H -0.587 4.669 -5.841
H 1.013 2.635 3.420
H 1.305 -0.631 5.447
C -1.946 -1.065 3.105
H -0.793 -2.485 -2.979
C -2.689 -1.297 0.690
C -1.253 -0.828 5.531
H -2.536 -4.214 -2.977
H 1.049 1.031 3.394
C 0.936 -0.191 -2.931
H -0.665 -1.454 6.201
H -1.076 0.999 2.560
C 1.938 0.078 -2.002
H -1.012 0.215 5.760
C -3.322 -0.544 3.462
C -2.158 -0.831 -2.852
H 2.672 -1.661 1.673
C 3.716 3.846 2.877
N -0.500 1.833 2.449
C -0.950 -1.151 4.087
Cr 0.029 2.142 0.347
C -1.001 1.788 -1.245
N 0.430 1.816 3.584
H -4.021 -1.352 3.700
H 1.737 0.778 -1.196
C -0.020 -2.069 -0.011
C -0.347 -1.791 1.433
H -2.593 -2.116 -0.023